Computed, not measured: a cluster of 5 separate species, C29H60N4O7S4 in total, with the ωB97M-V functional and the def2-TZVPD basis.

Calculated values
* HOMO: -0.3173 hartree
* E_LUMO: -1.04 eV

Last column: Löwdin charge in e.
Cartesian coordinates (Å):
S (6.064, 2.996, -6.815)  0.8014
S (2.728, -4.802, -7.801)  0.8145
S (-0.917, 1.337, 7.324)  0.8292
S (-2.352, -2.860, 11.160)  0.8271
O (-1.332, -1.532, -2.779)  0.0127
O (4.690, 2.880, -7.393)  -0.5626
O (3.778, 2.768, -0.852)  -0.0917
O (-1.807, -1.572, 10.631)  -0.5676
O (2.652, -4.891, -6.311)  -0.5644
O (-0.975, 0.966, 5.876)  -0.5707
O (4.663, 3.398, -2.656)  0.0620
N (1.735, 5.741, -1.221)  0.1563
N (1.620, -0.072, 0.901)  0.1712
N (4.266, 3.819, -1.601)  -0.0199
N (0.982, -0.900, -2.655)  -0.1197
C (-3.928, 2.774, -1.133)  -0.2141
C (-1.879, 0.113, 8.236)  -0.2850
C (-3.059, -3.763, 9.765)  -0.2686
C (6.998, 4.134, -7.862)  -0.2775
C (-3.927, -2.493, 11.963)  -0.2698
C (-4.606, 1.690, -0.145)  -0.2181
C (-5.120, -0.753, 0.573)  -0.2046
C (-0.092, -2.336, -0.697)  -0.0224
C (1.750, 1.504, -2.404)  -0.1018
C (-0.681, -0.605, 3.348)  -0.1518
C (-4.376, -0.662, 2.001)  -0.2279
C (5.960, 4.097, -5.388)  -0.2730
C (4.466, -4.587, -8.242)  -0.2736
C (1.300, 2.025, -0.951)  -0.3082
C (2.209, -3.138, -8.271)  -0.2698
C (0.693, 0.814, 7.953)  -0.2661
C (-0.120, 2.789, -0.912)  -0.1353
C (-2.912, -1.329, 2.035)  -0.2020
C (2.414, 3.133, -0.473)  -0.1934
C (1.416, -1.746, -3.842)  -0.2148
C (-2.559, 2.253, -1.808)  -0.2077
C (-0.234, -1.570, -2.125)  -0.3877
C (-2.259, -0.932, 3.485)  -0.2449
C (2.126, 4.598, -1.080)  -0.1491
C (-4.389, 0.155, -0.573)  -0.2027
C (0.712, 0.501, -3.120)  -0.1608
C (1.409, -3.335, -3.520)  -0.0965
C (-1.406, 1.829, -0.738)  -0.1735
C (1.389, 0.855, 0.166)  -0.0914
H (2.036, 2.344, -3.139)  0.1316
H (-4.845, -0.021, -1.613)  0.1207
H (-1.164, 0.718, -0.942)  0.0832
H (-4.414, -3.425, 12.256)  0.0530
H (-1.761, 0.280, 9.307)  0.0301
H (2.351, 3.131, 0.687)  0.1740
H (-1.546, -0.893, 7.975)  0.0526
H (-0.386, 0.822, -3.060)  0.1173
H (-4.666, 3.001, -2.004)  0.1121
H (-0.095, 3.468, 0.032)  0.1366
H (2.136, -3.888, -4.243)  0.0603
H (0.982, 0.517, -4.252)  0.1286
H (-0.345, -1.666, 0.195)  0.0444
H (-3.731, -1.893, 12.853)  0.0507
H (-0.114, -1.493, 2.878)  0.0670
H (-2.212, 3.095, -2.527)  0.1089
H (-0.697, -3.324, -0.718)  0.0992
H (5.467, 5.030, -5.671)  0.0636
H (-0.541, 0.275, 2.601)  0.0572
H (1.767, -3.585, -2.450)  0.0737
H (-3.573, -4.653, 10.130)  0.0529
H (1.464, 1.426, 7.482)  0.0476
H (2.777, -2.396, -7.706)  0.0571
H (2.725, 0.893, -2.242)  0.1363
H (-2.288, -0.927, 1.156)  0.0789
H (5.378, 3.602, -4.611)  0.0057
H (-2.822, -0.065, 3.976)  0.0923
H (-5.751, 1.882, -0.176)  0.1162
H (5.001, -5.505, -7.995)  0.0493
H (2.365, -2.996, -9.342)  0.0518
H (-3.827, 3.754, -0.544)  0.1090
H (-2.930, 0.228, 7.967)  0.0524
H (0.865, -0.236, 7.709)  0.0585
H (6.964, 4.302, -5.011)  0.0577
H (0.727, 0.959, 9.034)  0.0536
H (-0.185, -0.284, 4.327)  0.0394
H (-3.297, -0.186, -0.611)  0.0807
H (-4.260, 1.940, 0.921)  0.0979
H (-2.995, -2.478, 2.025)  0.1158
H (-2.360, -1.846, 4.171)  0.1007
H (6.440, 5.064, -7.991)  0.0567
H (0.718, -1.567, -4.750)  0.1269
H (-6.218, -0.389, 0.598)  0.1074
H (-2.247, -4.061, 9.100)  0.0519
H (7.968, 4.338, -7.405)  0.0504
H (-2.820, 1.359, -2.504)  0.1107
H (-5.092, -1.850, 0.239)  0.1080
H (-4.310, 0.398, 2.431)  0.0937
H (-5.030, -1.267, 2.749)  0.1177
H (-1.851, 1.855, 0.332)  0.1228
H (2.518, -1.460, -4.074)  0.1314
H (-3.756, -3.122, 9.221)  0.0580
H (-4.571, -1.931, 11.282)  0.0583
H (7.149, 3.665, -8.835)  0.0478
H (4.894, -3.755, -7.680)  0.0577
H (1.021, -2.656, -0.630)  0.0765
H (1.147, -3.030, -8.044)  0.0502
H (4.549, -4.398, -9.314)  0.0517
H (0.358, -3.804, -3.668)  0.0940
H (-0.195, 3.399, -1.883)  0.1232